<P>
{"formula": "C12H12", "method": "ωB97M-V/def2-TZVPD", "elements": ["C", "C", "C", "C", "C", "C", "C", "C", "C", "C", "C", "C", "H", "H", "H", "H", "H", "H", "H", "H", "H", "H", "H", "H"], "xyz": [[1.491, 0.155, 0.339], [-2.458, 1.061, 0.681], [-3.198, -1.022, -0.975], [3.394, -1.169, 0.605], [-1.904, -0.426, -1.127], [-3.956, -0.532, 0.106], [4.094, -0.300, -0.239], [2.059, -0.893, 0.937], [-1.763, 0.817, -0.449], [2.159, 1.126, -0.315], [3.551, 0.888, -0.628], [-3.579, 0.403, 1.004], [-4.113, 0.611, 2.090], [0.428, 0.230, 0.754], [5.095, -0.577, -0.428], [-1.104, -0.923, -1.777], [1.907, 2.116, -0.537], [4.230, 1.615, -1.263], [1.594, -1.650, 1.699], [-4.986, -1.138, 0.002], [-3.449, -1.884, -1.741], [-2.115, 1.826, 1.412], [3.887, -2.101, 0.751], [-0.707, 1.234, -0.585]], "nbo_charge": [-0.234, -0.227, -0.234, -0.203, -0.190, -0.221, -0.234, -0.207, -0.233, -0.232, -0.194, -0.230, 0.229, 0.225, 0.208, 0.225, 0.222, 0.218, 0.222, 0.217, 0.229, 0.216, 0.208, 0.218], "homo_energy_ev": -9.2, "orbital_gap_ev": 10.071, "smiles": "c1ccccc1.c1ccccc1", "total_charge": 0}

---

<Q>
{"formula": "C12H12", "method": "ωB97M-V/def2-TZVPD", "elements": ["C", "C", "C", "C", "C", "C", "C", "C", "C", "C", "C", "C", "H", "H", "H", "H", "H", "H", "H", "H", "H", "H", "H", "H"], "xyz": [[2.136, 1.311, 0.142], [-0.320, 1.905, 0.217], [0.788, 0.984, 0.137], [2.690, -1.011, -0.159], [1.341, -1.355, -0.124], [-1.686, 0.696, 0.876], [-1.569, 0.210, -1.186], [-1.666, -1.859, 0.463], [3.081, 0.304, 0.012], [-1.656, 1.502, -0.382], [-1.102, -0.496, 0.124], [0.403, -0.370, 0.080], [-2.330, 2.304, -0.661], [4.134, 0.551, 0.047], [-2.554, -0.129, -1.498], [2.442, 2.343, 0.242], [-2.052, 0.843, 1.868], [-2.749, -1.804, 0.563], [-1.248, -2.207, 1.407], [-1.433, -2.586, -0.310], [1.041, -2.388, -0.233], [-0.878, 0.179, -2.030], [-0.246, 2.853, 0.720], [3.434, -1.780, -0.314]], "nbo_charge": [-0.242, -0.220, 0.026, -0.228, -0.212, -0.160, -0.371, -0.602, -0.210, -0.240, -0.101, -0.020, 0.220, 0.211, 0.212, 0.208, 0.231, 0.214, 0.217, 0.213, 0.211, 0.205, 0.226, 0.210], "homo_energy_ev": -7.5, "orbital_gap_ev": 8.451, "total_charge": 0}

---

The computed energies, referenced to the most stable structure and given in hartree, are <P> 0.0323; <Q> 0.0000.

---

<P>
{"formula": "C38H42AsI2N4ORb", "method": "ωB97M-V/def2-TZVPD", "elements": ["I", "I", "Rb", "As", "O", "N", "N", "N", "N", "C", "C", "C", "C", "C", "C", "C", "C", "C", "C", "C", "C", "C", "C", "C", "C", "C", "C", "C", "C", "C", "C", "C", "C", "C", "C", "C", "C", "C", "C", "C", "C", "C", "C", "C", "C", "C", "C", "H", "H", "H", "H", "H", "H", "H", "H", "H", "H", "H", "H", "H", "H", "H", "H", "H", "H", "H", "H", "H", "H", "H", "H", "H", "H", "H", "H", "H", "H", "H", "H", "H", "H", "H", "H", "H", "H", "H", "H", "H", "H"], "xyz": [[2.625, 1.682, -6.535], [-0.180, -5.304, -1.568], [0.039, -1.371, -1.546], [1.016, 1.789, 2.275], [2.728, 0.360, -0.624], [-0.222, 1.679, -3.123], [-2.347, 0.242, -1.743], [2.777, 2.645, -1.033], [-2.166, -1.612, 0.236], [4.147, 2.940, -0.757], [-1.871, 2.660, -4.613], [2.175, 1.425, -0.849], [3.749, 0.953, 2.954], [-4.059, -1.718, 2.275], [0.544, -6.985, 0.830], [0.146, -0.962, 2.999], [3.552, -3.089, 1.822], [-3.797, 0.926, -3.559], [-4.828, 0.552, 1.595], [0.820, 2.185, -4.059], [2.906, -2.765, 0.641], [-1.749, 2.391, 2.651], [3.165, -4.217, 2.511], [-3.056, -0.606, 0.370], [1.118, -7.249, 2.087], [0.804, -5.812, 0.200], [-4.118, 1.775, -4.671], [-0.862, 3.719, -4.883], [-3.122, 0.442, -0.715], [2.314, -5.158, 1.931], [0.636, -0.110, 1.877], [-3.983, 1.514, -0.457], [1.675, -4.842, 0.713], [-1.510, 1.736, -3.571], [-4.031, -0.579, 1.417], [2.017, -6.347, 2.599], [-2.224, -2.625, 1.064], [1.953, -3.576, 0.013], [0.405, 3.522, -4.493], [-3.130, -2.700, 2.117], [-4.724, 1.555, 0.711], [-2.510, 0.990, -2.936], [-0.544, 2.029, 3.485], [0.949, 1.115, -5.158], [1.846, 3.811, -1.241], [2.507, 1.553, 3.614], [-3.105, 2.626, -5.221], [1.211, 0.113, -4.753], [4.690, 2.029, -0.687], [4.612, 1.040, 3.589], [-0.238, 2.783, 4.179], [2.664, 2.532, 3.965], [-5.459, 0.683, 2.466], [0.543, -0.680, 4.018], [2.416, -6.579, 3.571], [1.719, 4.428, -0.358], [-1.268, 4.661, -5.247], [1.083, 1.472, -1.180], [0.857, 3.488, -1.629], [1.195, 4.259, -4.615], [2.103, 0.907, 4.388], [-0.600, 1.111, 4.117], [-3.022, -3.516, 2.846], [1.569, -0.543, 1.511], [3.534, -0.097, 2.729], [-1.904, 1.744, 1.796], [-0.941, -0.944, 3.132], [4.417, -2.595, 2.169], [-5.086, 1.711, -5.224], [3.530, -4.377, 3.538], [-4.586, 0.180, -3.183], [-2.679, 2.510, 3.184], [-3.341, 3.287, -6.038], [4.227, 1.363, 2.034], [-0.177, -7.626, 0.310], [1.011, -8.239, 2.585], [-5.219, 2.500, 0.977], [0.489, -2.053, 2.996], [1.779, 2.316, -3.507], [0.182, 1.046, -5.954], [-4.735, -1.772, 3.085], [-1.565, 3.336, 2.110], [2.289, 4.421, -1.983], [4.632, 3.536, -1.592], [4.392, 3.515, 0.096], [-0.123, -0.150, 0.979], [-4.321, 2.293, -1.225], [3.165, -1.832, 0.223], [-1.517, -3.453, 0.943]], "lowdin_charge": [0.538, 0.869, 0.599, 1.239, -0.041, 0.027, -0.012, -0.165, 0.018, -0.081, -0.204, -0.400, -0.176, -0.035, -0.193, -0.193, -0.123, -0.064, -0.146, -0.528, -0.196, -0.189, -0.086, -0.151, -0.114, -0.682, -0.137, -0.051, -0.301, -0.223, -0.453, -0.069, -0.305, -0.249, -0.177, -0.075, -0.190, -0.133, -0.142, -0.097, -0.178, -0.250, -0.455, -0.480, -0.048, -0.425, -0.110, 0.049, 0.069, 0.044, 0.034, 0.020, 0.088, 0.061, 0.094, 0.069, 0.095, 0.106, 0.082, 0.083, 0.048, 0.053, 0.103, 0.021, 0.053, 0.046, 0.058, 0.076, 0.071, 0.100, 0.124, 0.060, 0.078, 0.066, 0.074, 0.098, 0.099, 0.095, 0.101, 0.037, 0.088, 0.068, 0.058, 0.103, 0.060, 0.059, 0.123, 0.034, 0.090], "homo_energy_ev": -0.8, "orbital_gap_ev": 4.504, "total_charge": -2}

---

<Q>
{"formula": "C38H42AsI2N4ORb", "method": "ωB97M-V/def2-TZVPD", "elements": ["I", "I", "Rb", "As", "O", "N", "N", "N", "N", "C", "C", "C", "C", "C", "C", "C", "C", "C", "C", "C", "C", "C", "C", "C", "C", "C", "C", "C", "C", "C", "C", "C", "C", "C", "C", "C", "C", "C", "C", "C", "C", "C", "C", "C", "C", "C", "C", "H", "H", "H", "H", "H", "H", "H", "H", "H", "H", "H", "H", "H", "H", "H", "H", "H", "H", "H", "H", "H", "H", "H", "H", "H", "H", "H", "H", "H", "H", "H", "H", "H", "H", "H", "H", "H", "H", "H", "H", "H", "H"], "xyz": [[-2.757, 2.674, 1.584], [-7.033, 1.492, 0.870], [0.593, 1.196, -1.139], [-1.262, -1.420, 0.831], [0.101, 3.290, -3.104], [2.279, -0.461, 0.883], [-1.838, 3.992, -2.273], [2.042, -1.740, -1.492], [0.262, -0.841, -3.287], [2.587, -1.792, 0.831], [2.438, -2.525, -0.452], [-2.558, 2.778, -2.721], [-2.596, 4.971, -1.546], [-0.988, 2.774, 3.991], [3.333, -3.924, 1.988], [2.485, 4.383, 2.392], [0.392, -1.452, -5.966], [2.249, -2.140, -2.747], [-0.988, 3.180, 2.669], [2.961, -1.790, 3.229], [2.582, 4.738, 1.096], [-3.226, -1.631, 1.254], [1.467, -1.876, -5.164], [-0.376, -1.692, 2.581], [-3.440, -2.511, 2.443], [1.290, -1.540, -3.778], [2.470, -2.780, -5.580], [2.998, -2.528, 1.988], [0.164, 2.818, 4.806], [-0.558, 4.130, -2.518], [2.380, 0.194, 2.009], [3.258, -3.036, -3.241], [0.234, 4.087, 0.698], [1.466, 4.576, 0.220], [-5.230, 2.126, -0.217], [2.860, -3.874, -0.391], [-0.698, -0.755, -5.489], [1.352, 3.788, 2.983], [2.658, -0.415, 3.261], [-0.612, -0.625, 3.632], [3.338, -3.271, -4.610], [-0.977, -3.337, 0.349], [0.192, 3.651, 2.078], [-1.440, -3.647, -1.056], [3.377, -4.524, 0.770], [1.334, 3.293, 4.293], [-0.700, -0.518, -4.108], [3.478, 5.217, 0.730], [4.053, -4.079, -4.834], [-3.380, 4.458, -0.979], [1.489, 4.760, -0.838], [3.311, -2.315, 4.116], [-1.273, -4.677, -1.407], [2.635, 0.234, 4.149], [3.781, -5.538, 0.587], [-0.862, -3.018, -1.740], [-1.708, -0.463, 3.937], [3.628, -4.442, 2.886], [2.559, -2.937, -6.644], [-2.832, -2.229, 3.242], [2.892, -4.352, -1.330], [-3.127, 5.710, -2.153], [-5.016, 1.246, -0.841], [-1.560, -0.522, -6.132], [0.133, -3.505, 0.480], [2.320, 1.308, 2.010], [-0.014, -0.794, 4.521], [-1.929, 2.467, 4.438], [-3.682, -2.126, 0.423], [-1.473, -3.959, 1.077], [-0.578, -2.717, 2.956], [-1.496, 0.087, -3.689], [0.634, -1.626, 2.254], [-3.244, 3.095, -3.559], [-0.116, 5.068, -2.206], [3.971, -3.363, -2.506], [-4.504, -2.573, 2.687], [-3.691, -0.682, 1.309], [0.169, 2.460, 5.819], [0.396, -1.623, -7.064], [-3.160, -3.538, 2.258], [-5.592, 2.889, -0.911], [-1.869, 2.109, -3.253], [3.424, 4.496, 3.035], [-0.297, 0.383, 3.316], [-2.546, -3.495, -1.095], [-3.102, 2.355, -1.883], [2.275, 3.288, 4.804], [-1.961, 5.458, -0.822]], "lowdin_charge": [0.961, 0.264, 0.596, 1.225, -0.114, 0.060, -0.163, 0.066, 0.039, -0.171, -0.237, -0.010, -0.080, -0.218, -0.092, -0.123, -0.050, -0.205, -0.635, -0.022, -0.142, -0.405, -0.186, -0.450, -0.188, -0.141, -0.094, -0.168, -0.117, -0.422, -0.161, -0.063, -0.111, -0.185, -0.869, -0.057, -0.061, -0.206, -0.060, -0.173, -0.130, -0.451, -0.282, -0.186, -0.114, -0.092, -0.172, 0.078, 0.095, 0.047, 0.034, 0.100, 0.061, 0.103, 0.101, 0.046, 0.091, 0.088, 0.084, 0.016, 0.060, 0.079, -0.140, 0.104, 0.065, 0.117, 0.056, 0.070, 0.042, 0.037, 0.081, 0.089, -0.019, 0.107, 0.124, 0.084, 0.076, 0.019, 0.086, 0.112, 0.051, -0.142, 0.050, 0.114, 0.045, 0.065, 0.058, 0.090, 0.069], "homo_energy_ev": -1.2, "orbital_gap_ev": 4.944, "total_charge": -2}

---

The computed energies, referenced to the most stable structure and given in hartree, are <P> 0.0024; <Q> 0.0000.

---

<P>
{"formula": "C4H5BrO", "method": "ωB97M-V/def2-TZVPD", "elements": ["Br", "O", "C", "C", "C", "C", "H", "H", "H", "H", "H"], "xyz": [[-1.190, -2.178, 0.858], [1.102, 1.272, -0.033], [0.834, 0.167, 0.591], [0.160, 1.332, 1.034], [-0.526, -0.893, -1.574], [-0.380, -0.902, -0.297], [0.130, -0.107, -2.048], [0.376, 2.002, 1.867], [1.585, -0.522, 1.038], [-0.846, 1.423, 0.722], [-1.245, -1.593, -2.158]], "mulliken_spin": [0.161, -0.008, -0.001, -0.002, 1.020, 0.794, 0.014, 0.001, 0.019, 0.002, 0.000], "homo_energy_ev": [-5.1, -9.8], "orbital_gap_ev": [5.965, 7.227], "total_charge": 0, "multiplicity": 3, "s_squared": 2.01}

---

<Q>
{"formula": "C4H5BrO", "method": "ωB97M-V/def2-TZVPD", "elements": ["Br", "O", "C", "C", "C", "C", "H", "H", "H", "H", "H"], "xyz": [[3.478, -0.139, 0.050], [0.377, 1.561, -0.195], [1.725, -0.434, -0.026], [-0.808, -0.372, -0.171], [0.584, -1.068, -0.100], [-0.764, 1.164, 0.327], [-1.019, -0.338, -1.351], [0.391, -2.183, -0.200], [-0.827, 1.119, 1.412], [-1.528, -1.091, 0.250], [-1.608, 1.782, 0.004]], "mulliken_spin": [0.080, 0.850, 0.857, 0.183, -0.049, -0.016, -0.008, 0.056, 0.052, -0.010, 0.005], "homo_energy_ev": [-7.2, -9.2], "orbital_gap_ev": [8.132, 7.504], "total_charge": 0, "multiplicity": 3, "s_squared": 2.02}

---

The computed energies, referenced to the most stable structure and given in hartree, are <P> 0.0803; <Q> 0.0000.